Record 1
C34H28Cl3HgN6O4Se2 | ωB97M-V/def2-TZVPD

Computed properties:
- HOMO-LUMO gap (spin up / spin down): 5.486 / 5.243 eV
- Multiplicity: 2
- ⟨S²⟩: 0.757
- E: -225279.6848 eV
- Charge: -2
- Energy above the lowest of the compared OMol25 structures with the same formula, charge and spin: 4.27 kcal per mole
- Maximum force: 0.020 Eh/bohr

Element x y z (Å)
Hg -0.306 -0.576 -0.112
C 3.896 -2.444 0.484
C 2.645 -1.622 0.798
O 1.613 -1.894 0.134
C 2.774 -0.667 1.815
C 1.765 0.200 2.299
C 2.086 1.098 3.470
N 0.553 0.233 1.805
N -0.341 1.047 2.463
C -1.574 1.006 1.998
O -2.049 0.231 1.101
C -2.495 1.995 2.637
C -2.197 2.572 3.872
C -3.050 3.510 4.431
C -4.209 3.887 3.763
C -4.510 3.316 2.535
C -3.662 2.369 1.978
H 3.651 -3.184 -0.277
H 4.250 -2.955 1.382
H 4.696 -1.798 0.115
H 3.751 -0.586 2.279
H 3.151 1.068 3.705
H 1.518 0.784 4.348
H 1.780 2.117 3.234
H -1.283 2.273 4.363
H -2.806 3.955 5.390
H -4.871 4.626 4.201
H -5.407 3.616 2.006
H -3.882 1.916 1.019
Se -2.804 -2.831 -0.640
Se -0.359 -3.679 -1.895
C -0.427 -2.189 -3.007
C -0.709 -2.362 -4.380
C -0.740 -1.277 -5.226
C -0.489 -0.012 -4.702
C -0.250 0.092 -3.348
N -0.220 -0.950 -2.512
C -2.250 -3.009 1.138
C -3.031 -3.673 2.095
C -2.552 -3.782 3.385
C -1.285 -3.285 3.683
C -0.569 -2.675 2.665
N -1.053 -2.520 1.441
H -0.926 -3.362 -4.727
H -0.961 -1.405 -6.280
H -0.508 0.871 -5.325
H -0.036 1.056 -2.901
H -3.992 -4.072 1.802
H -3.146 -4.264 4.153
H -0.869 -3.358 4.679
H 0.428 -2.280 2.834
Cl -3.366 6.385 -3.010
C -2.432 5.060 -2.356
C -2.963 3.782 -2.343
C -2.227 2.735 -1.825
Cl -2.932 1.152 -1.907
C -0.904 2.877 -1.259
O -0.179 1.961 -0.773
C -0.443 4.233 -1.348
Cl 1.169 4.564 -0.776
C -1.162 5.292 -1.864
H -3.951 3.592 -2.740
H -0.726 6.281 -1.888
N 2.923 -1.678 -4.700
C 3.960 -0.864 -4.383
O 5.012 -0.867 -5.009
C 3.687 0.065 -3.248
C 4.266 1.329 -3.234
C 3.947 2.200 -2.206
C 3.068 1.769 -1.217
N 2.563 0.545 -1.192
C 2.866 -0.285 -2.177
H 3.054 -2.386 -5.399
H 2.083 -1.715 -4.146
H 4.948 1.601 -4.030
H 4.363 3.198 -2.174
H 2.764 2.423 -0.408
H 2.456 -1.287 -2.076

Mulliken population analysis, charges in e, atoms 1 to 4: 2.889 -2.076 0.865 -0.106

***

Record 2
C34H28Cl4I2O2SbSeSn | ωB97M-V/def2-TZVPD

Computed properties:
- HOMO-LUMO gap: 6.303 eV
- E: -183817.1841 eV
- Charge: -1
- Maximum force: 0.030 Eh/bohr

Element x y z (Å)
Sn -0.428 0.188 -0.235
Cl 3.645 5.850 -0.368
C 3.146 4.201 -0.312
C 4.056 3.184 -0.524
Cl 5.713 3.544 -0.805
C 3.624 1.860 -0.497
Cl 4.745 0.588 -0.804
C 2.298 1.532 -0.267
O 1.851 0.305 -0.244
C 1.361 2.582 -0.070
O 0.096 2.276 0.084
C 1.809 3.893 -0.076
Cl 0.672 5.165 0.182
I -3.445 1.685 -1.557
C -4.243 0.143 -0.298
I -3.747 -1.829 -0.962
H -5.324 0.235 -0.285
H -3.818 0.268 0.694
C 2.641 -5.556 -0.677
C 1.210 -5.562 -0.230
C 0.492 -6.747 -0.349
C -0.824 -6.851 0.062
C -1.450 -5.741 0.599
C -0.747 -4.556 0.710
C 0.578 -4.442 0.306
Sb 1.400 -2.432 0.563
C 2.709 -2.989 2.203
C 2.796 -4.319 2.580
C 3.554 -4.707 3.670
C 4.220 -3.745 4.408
C 4.100 -2.410 4.064
C 3.338 -2.010 2.974
C 3.216 -0.561 2.622
C 2.492 -2.520 -1.292
C 1.628 -2.483 -2.380
C 2.089 -2.550 -3.680
C 3.452 -2.640 -3.905
C 4.316 -2.659 -2.830
C 3.857 -2.608 -1.516
C 4.888 -2.688 -0.433
H 3.120 -6.502 -0.428
H 3.192 -4.751 -0.205
H 2.700 -5.422 -1.758
H 0.987 -7.613 -0.768
H -1.355 -7.791 -0.027
H -2.479 -5.793 0.927
H -1.242 -3.684 1.126
H 2.266 -5.070 2.014
H 3.632 -5.752 3.939
H 4.825 -4.026 5.260
H 4.596 -1.658 4.662
H 3.918 0.045 3.193
H 2.206 -0.198 2.832
H 3.398 -0.413 1.557
H 0.557 -2.415 -2.203
H 1.394 -2.534 -4.510
H 3.835 -2.697 -4.914
H 5.382 -2.730 -2.993
H 5.600 -1.873 -0.559
H 5.437 -3.628 -0.514
H 4.454 -2.617 0.562
Se -1.690 -0.167 2.104
C -0.642 -0.109 3.712
C -0.830 -1.118 4.646
C -0.170 -1.070 5.859
C 0.685 -0.014 6.138
C 0.896 0.975 5.189
C 0.235 0.932 3.972
H -1.511 -1.924 4.404
H -0.332 -1.852 6.592
H 1.179 0.040 7.098
H 1.566 1.798 5.400
H 0.390 1.702 3.229

Mulliken population analysis, charges in e, atoms 1 to 4: 0.275 -0.235 0.417 0.005

***

Q: Among the records above, which one has the lowest maximum force?
A: C34H28Cl3HgN6O4Se2

***

Q: What is the maximum force in the second record?
A: 0.030 Eh/bohr